No. 1
Entry from the OMol25 dataset: a molecular structure, C10H24ClIN2OPPtS (ωB97M-V/def2-TZVPD).

The value obtained for the HOMO-LUMO gap (spin up / spin down) is 6.8 / 3.5 eV. The value obtained for the lowest unoccupied orbital energy (spin up / spin down) is -11.821 / -14.909 eV. As for the largest force on an atom: 0.125 Eh/bohr. The HOMO energy (spin up / spin down) comes out at -0.68580 / -0.67578 hartree. As for the spin multiplicity: 5. The charge is +3. The total energy is -2195.622671 a.u.

Structure (XYZ):
```
42
Properties=species:S:1:pos:R:3:forces:R:3
C -0.763 2.430 -1.179 -0.2 2.8 1.0
I -2.463 -2.580 -0.827 0.5 -1.1 -0.4
H -0.280 3.284 -0.602 -0.3 -1.4 -0.4
H -1.728 2.102 -0.734 0.8 0.0 -0.6
H -0.757 2.687 -2.225 -0.2 -0.4 -0.3
Pt 1.430 0.568 -0.676 0.1 0.2 1.5
P 2.520 0.226 -2.703 1.4 -0.6 -1.8
C 1.679 -0.214 -4.286 -1.2 -0.4 0.9
C 3.338 1.800 -3.085 -0.4 0.4 1.3
H 3.921 -0.973 -1.187 0.2 -0.2 -0.3
H 4.405 -1.399 -2.880 -0.3 0.3 0.0
H 2.896 -2.079 -2.141 0.5 0.7 -0.2
C 3.566 -1.183 -2.202 -0.6 -0.3 0.4
H 3.835 2.149 -2.162 0.0 0.0 -0.6
H 4.040 1.742 -3.913 0.0 -0.3 -0.1
H 2.386 -0.272 -5.119 0.3 0.1 0.4
H 0.912 0.538 -4.530 0.4 -0.2 0.0
H 2.540 2.525 -3.335 0.4 -0.3 0.0
H 1.170 -1.196 -4.198 0.3 0.5 0.0
C -0.085 0.234 -1.732 -3.1 0.6 -5.6
O -0.788 0.251 -2.669 2.3 -1.1 4.1
Cl 3.182 1.274 0.645 -0.8 -0.4 -0.7
C -3.377 0.040 0.575 1.8 -0.8 -0.2
N -2.702 -0.365 1.837 0.3 -0.3 -0.3
C -3.469 -1.263 2.721 -0.8 0.0 0.6
C -1.403 -0.233 2.030 -0.4 -1.8 2.0
S -0.515 0.895 1.085 0.6 0.7 -0.2
N -0.698 -0.790 3.093 -0.4 2.0 -2.1
C -1.276 -0.855 4.442 0.2 -1.1 1.5
C 0.772 -0.602 3.006 0.5 -0.6 1.3
H -4.428 -0.140 0.659 -0.6 0.6 0.2
H -3.039 -0.742 -0.236 -0.4 1.7 1.0
H -3.038 1.037 0.275 -0.7 -0.2 0.1
H -3.018 -2.259 2.786 0.1 0.3 -0.1
H -3.596 -0.800 3.718 0.0 -0.4 -0.7
H -4.466 -1.388 2.309 0.0 0.1 -0.1
H -0.393 -1.028 5.142 -1.4 0.3 -0.8
H -1.811 0.092 4.742 0.6 -1.0 -0.4
H -1.940 -1.767 4.482 0.8 1.3 0.5
H 1.181 -1.266 2.242 0.0 0.0 0.0
H 1.080 0.442 2.820 -0.1 -0.4 0.4
H 1.182 -0.920 4.009 -0.2 0.4 -1.3
```
Forces are in eV/Å.

=====

No. 2
Entry from the OMol25 dataset: a molecular structure, C10H24ClMnO2P2 (ωB97M-V/def2-TZVPD).

The value obtained for the HOMO-LUMO gap (spin up / spin down) is 7.5 / 6.7 eV. The value obtained for the lowest unoccupied orbital energy (spin up / spin down) is -9.331 / -10.763 eV. As for the largest force on an atom: 0.111 Eh/bohr. The HOMO energy (spin up / spin down) comes out at -0.62022 / -0.64265 hartree. As for the spin multiplicity: 5. The charge is +2. The total energy is -2839.129513 a.u.

Structure (XYZ):
```
40
Properties=species:S:1:pos:R:3:forces:R:3
C 1.175 3.282 -0.685 0.1 -0.1 -0.6
C 0.690 2.888 0.678 0.9 4.8 2.0
H 1.089 4.372 -0.773 0.0 -0.3 0.0
H 0.630 2.816 -1.533 0.2 0.1 0.5
H 2.240 3.037 -0.808 -0.3 0.1 0.2
O 0.700 3.664 1.634 -0.2 -3.0 -2.7
Cl 0.434 -0.775 -2.748 0.1 0.8 0.5
Mn 0.270 0.294 -0.840 0.2 -0.6 -1.4
P -1.909 1.118 -1.201 -2.2 0.7 -0.4
C -3.070 1.060 0.213 0.5 -0.2 0.2
C -2.003 2.862 -1.722 0.4 0.0 -0.1
H -3.055 3.176 -1.754 0.3 -0.1 0.0
H -3.816 0.612 -2.630 0.3 0.0 0.2
H -1.557 2.949 -2.721 -0.1 0.1 0.2
H -2.252 0.365 -3.475 -0.1 0.0 0.2
H -2.585 1.475 1.107 -0.4 -0.1 -0.2
H -1.448 3.500 -1.024 -0.3 0.0 -0.2
C -2.792 0.229 -2.531 0.4 -0.3 -0.1
H -3.967 1.644 -0.032 0.3 -0.2 0.0
H -2.826 -0.844 -2.308 0.0 0.2 0.0
H -3.349 0.020 0.419 -0.1 0.3 0.0
P 2.412 -0.239 0.015 2.0 -0.8 0.8
C 2.491 -0.768 1.769 -0.5 0.2 -0.1
C 3.181 -1.627 -0.895 -0.4 0.0 -0.3
H 3.765 1.423 -1.088 0.2 0.0 0.2
H 4.646 0.654 0.274 -0.3 0.1 -0.1
H 3.404 1.901 0.601 0.2 -0.2 -0.1
C 3.683 1.067 -0.054 -0.3 0.2 -0.2
H 3.261 -1.358 -1.954 0.0 -0.1 0.2
H 4.178 -1.840 -0.487 -0.3 0.2 0.0
H 3.542 -0.850 2.076 -0.3 0.0 -0.1
H 1.996 -1.739 1.887 0.2 0.2 0.1
H 2.554 -2.523 -0.814 0.1 0.2 0.0
H 1.974 -0.030 2.397 0.3 -0.3 0.0
C 0.153 1.458 0.891 -2.0 -2.5 4.7
O -0.272 1.052 1.958 1.6 1.4 -4.0
C -0.477 -1.238 0.101 -0.6 -1.6 0.5
H 0.123 -1.495 0.980 -0.1 0.3 -0.2
H -0.434 -2.039 -0.649 0.0 0.3 0.3
H -1.515 -1.047 0.397 0.3 0.1 0.0
```
Forces are in eV/Å.

=====

No. 3
Entry from the OMol25 dataset: 5 unconnected molecules or ions with the total composition C10H24FN2O4 (ωB97M-V/def2-TZVPD).

The value obtained for the HOMO-LUMO gap is 7.2 eV. The value obtained for the lowest unoccupied orbital energy is -5.341 eV. As for the largest force on an atom: 0.089 Eh/bohr. The HOMO energy comes out at -0.45952 hartree. The charge is +1. The total energy is -905.393020 a.u.

Structure (XYZ):
```
41
Properties=species:S:1:pos:R:3:forces:R:3
C -0.839 -2.078 0.394 -0.5 -0.1 -0.2
C 0.459 -2.641 -0.303 -1.4 1.5 0.8
F 0.094 -3.618 -1.237 0.6 0.6 0.5
C 1.146 -1.446 -1.009 3.5 1.4 -0.3
C 2.545 -1.057 -0.727 -3.9 0.8 -2.2
C 2.933 0.133 -1.489 2.0 -0.8 1.5
N 2.270 0.869 -2.363 0.4 -0.2 0.4
N 1.035 0.484 -2.603 0.0 -1.8 1.6
C 0.514 -0.578 -1.973 -2.1 -1.6 0.2
H -1.705 -2.119 -0.323 0.9 0.0 0.5
H -0.722 -1.013 0.710 0.1 -1.0 -0.1
H -1.129 -2.661 1.298 0.4 0.3 -0.7
H 1.118 -3.034 0.507 -0.2 0.0 -1.1
H 3.181 -1.598 -0.001 -0.3 0.6 -0.7
H 3.973 0.485 -1.288 -1.0 -0.1 -0.4
H 0.468 1.034 -3.254 0.4 -0.2 0.2
H -0.548 -0.828 -2.238 0.9 0.4 0.1
C 2.838 -0.938 3.051 -0.1 0.2 -0.1
O 1.593 -0.942 2.357 0.0 -0.3 -0.4
H 2.801 -1.690 3.836 -0.1 0.0 -0.1
H 3.654 -1.178 2.361 0.2 0.0 0.2
H 3.010 0.042 3.499 0.2 -0.1 0.0
H 1.647 -0.265 1.668 -0.2 0.3 0.4
C -0.308 1.781 0.908 0.0 0.2 -0.2
O 1.121 1.791 0.942 0.2 -0.5 -0.1
H -0.682 1.583 1.910 0.1 0.0 0.0
H -0.674 2.752 0.572 -0.2 -0.1 0.1
H -0.657 0.996 0.230 -0.2 0.1 0.0
H 1.427 1.970 0.046 0.0 0.2 0.2
C -3.697 -2.685 -3.200 0.1 -0.1 -0.1
O -2.466 -2.385 -2.538 0.4 0.2 0.0
H -4.418 -1.906 -2.963 0.1 0.0 0.0
H -3.540 -2.716 -4.280 -0.2 0.0 0.0
H -4.079 -3.647 -2.853 -0.1 0.0 -0.1
H -1.845 -3.089 -2.762 -0.1 0.0 0.1
C -1.396 5.105 2.263 -0.3 0.1 0.0
O -2.521 4.293 1.942 0.0 -0.1 -0.1
H -0.518 4.465 2.346 -0.1 0.0 0.0
H -1.234 5.841 1.471 0.2 0.1 0.1
H -1.563 5.613 3.215 0.2 0.1 0.0
H -3.285 4.875 1.874 0.0 -0.1 0.0
```
Forces are in eV/Å.

=====

No. 4
Entry from the OMol25 dataset: 2 unconnected molecules or ions with the total composition C10H24IN2O4P2Si2 (ωB97M-V/def2-TZVPD).

The value obtained for the HOMO-LUMO gap is 6.6 eV. The value obtained for the lowest unoccupied orbital energy is -5.278 eV. As for the largest force on an atom: 0.078 Eh/bohr. The HOMO energy comes out at -0.43711 hartree. The charge is +1. The total energy is -2365.210169 a.u.

Structure (XYZ):
```
45
Properties=species:S:1:pos:R:3:forces:R:3
O -6.265 5.093 1.635 1.3 -0.1 0.6
P -5.541 5.278 2.914 -4.0 0.5 0.3
O -5.535 6.861 3.365 0.3 -2.3 -0.2
O -6.346 4.502 4.141 1.9 0.6 -1.1
P -3.441 4.708 2.738 1.4 1.6 -0.1
N -3.348 3.055 1.994 1.2 1.6 1.3
C -2.090 2.638 1.764 0.1 -3.2 -1.4
C -1.936 1.282 1.199 -3.0 1.3 0.8
C -3.202 0.615 0.983 0.9 0.5 0.0
C -4.485 1.260 1.266 1.2 -0.2 -0.2
I -6.369 0.279 0.927 1.4 0.7 0.2
N -4.509 2.493 1.779 -0.4 -2.2 -0.6
H -6.292 7.257 2.882 0.4 0.0 0.2
H -6.218 3.539 4.033 -0.3 0.4 0.1
H -3.000 4.477 4.075 -0.5 -0.5 -0.3
H -1.197 3.263 1.992 -1.2 -0.2 -0.1
H -0.943 0.833 1.001 -0.9 0.4 0.1
H -3.220 -0.422 0.583 0.1 0.9 0.3
O 2.945 -1.886 -0.741 -0.2 0.2 -0.1
Si 2.151 -0.657 -1.507 0.1 0.0 -0.4
C 0.416 -1.192 -1.986 0.1 0.0 0.2
C 3.068 -0.147 -3.058 -0.1 -0.1 0.2
C 2.012 0.845 -0.390 0.0 -0.2 0.1
Si 3.441 -3.448 -1.016 0.3 -0.6 -0.1
C 4.320 -4.136 0.485 -0.2 0.4 0.0
C 4.622 -3.516 -2.469 -0.2 0.3 0.1
C 1.969 -4.548 -1.391 0.0 0.3 0.0
H 0.448 -1.998 -2.722 -0.1 0.0 0.0
H -0.137 -0.355 -2.422 0.0 0.0 0.0
H -0.133 -1.549 -1.110 0.0 -0.1 0.0
H 4.102 0.117 -2.824 0.0 0.0 -0.1
H 2.588 0.718 -3.521 0.0 0.0 0.0
H 3.079 -0.960 -3.787 0.0 0.0 0.0
H 3.000 1.208 -0.103 -0.1 0.0 0.1
H 1.457 0.600 0.522 0.1 0.0 0.1
H 1.486 1.653 -0.905 0.0 0.0 -0.1
H 5.202 -3.538 0.727 0.0 0.0 0.0
H 4.643 -5.162 0.298 0.0 0.0 0.0
H 3.659 -4.139 1.355 0.1 0.0 0.0
H 4.119 -3.221 -3.393 0.1 0.0 0.0
H 5.009 -4.529 -2.601 0.0 0.0 0.0
H 5.468 -2.843 -2.310 0.0 0.0 -0.1
H 1.486 -4.248 -2.324 0.0 -0.1 0.0
H 1.230 -4.490 -0.588 0.0 -0.1 0.0
H 2.286 -5.589 -1.491 0.0 0.0 0.0
```
Forces are in eV/Å.